Here is an isolated molecule of C15H25Br2ClI2O4P4S4 from OMol25. Energies are from wB97M-V/def2-TZVPD.

The geometry in XYZ format:
```
57
Properties=species:S:1:pos:R:3:forces:R:3:nbo_charge:R:1
I -4.9267 1.6298 3.3691 0.24 0.07 -0.09 0.222
I -4.9898 0.5372 0.0817 0.34 0.08 -0.13 0.282
Br -0.3267 -3.9195 -2.8628 0.02 0.08 -0.02 0.156
Br 1.6641 -2.5334 0.9962 -0.04 0.15 -0.29 0.075
Cl 1.4209 -1.3775 -4.7304 -0.20 0.07 0.11 -0.314
S -3.1218 -2.1311 -2.8404 0.14 -0.26 0.33 -0.532
S -2.7025 3.9774 -0.3284 0.20 -0.30 -0.18 -0.527
S -1.7388 1.3882 -2.5335 0.74 0.35 -0.51 1.828
S -3.2145 -1.7590 2.5084 0.00 -0.10 -0.06 -0.534
P -1.2577 2.7223 0.0271 -0.88 1.06 0.27 0.794
P -2.2781 -2.1853 -1.0755 -0.96 0.64 -2.10 0.792
P 1.7186 -0.9294 -2.7239 0.06 -0.51 0.16 1.101
P -1.4073 -1.4686 1.8514 -1.30 -0.36 0.65 0.825
O -0.2373 0.7621 -2.3071 -0.84 -0.12 0.96 -0.756
O 2.1539 0.6291 -2.8646 -0.01 0.10 -0.04 -0.974
O -2.2883 0.7428 -3.6784 -0.48 -0.03 -0.12 -0.867
O -2.4704 0.7032 -1.2238 0.78 -0.66 -0.02 -0.791
C 0.6134 -3.6037 -1.2605 0.06 0.19 0.15 -0.090
C 2.6545 1.5353 0.9569 -0.01 -0.64 -1.02 -0.189
C 0.4289 0.3670 1.0178 0.26 0.36 -0.23 -0.496
C -0.8479 -0.2919 0.4082 1.13 -0.28 0.25 -0.305
C -1.8675 0.8761 0.0758 -1.03 0.39 -0.41 -0.020
C 1.5444 -4.7439 -0.9686 -0.16 -0.03 0.15 -0.673
C -3.1274 1.0094 0.9879 -0.67 -0.12 0.05 -0.235
C 2.3250 2.9981 1.1545 0.42 -0.14 0.85 -0.616
C -0.5372 -1.3072 -0.8410 -0.24 -0.39 1.06 -0.377
C -0.1104 -0.6610 -2.1785 0.97 0.66 -1.13 -0.298
C 1.5801 0.7818 0.1125 0.64 0.60 1.16 -0.441
C -3.1555 1.4015 2.2598 0.17 0.23 -0.07 -0.160
C -1.9562 1.7074 3.1094 -0.36 -0.16 0.93 -0.705
C 0.4584 -2.4832 -0.5258 -0.22 -0.39 -0.25 -0.127
C 3.9879 1.3795 0.2233 -0.33 -0.38 0.10 -0.601
H 2.3534 3.5562 0.2244 -0.27 0.00 -0.24 0.212
H 2.1070 -0.1030 -0.2238 -0.22 -0.25 -0.52 0.209
H -0.9306 -2.7310 1.4944 0.36 0.23 -0.30 -0.002
H -2.2587 1.6529 4.1506 -0.02 -0.01 0.13 0.252
H -0.1549 2.8571 -0.8210 0.10 -0.30 0.08 0.005
H 1.3279 1.4417 -0.7052 -0.21 -0.28 -0.30 0.239
H 3.1133 0.6435 -2.8868 0.33 0.19 -0.05 0.502
H -1.1741 0.9629 3.0401 0.26 0.06 -0.32 0.208
H 0.8737 -0.2647 1.7663 0.12 -0.42 0.09 0.240
H 0.1666 1.2225 1.6342 -0.40 0.17 -0.23 0.234
H 4.2276 0.3195 0.1636 0.21 -0.13 0.05 0.206
H 3.8836 1.7187 -0.8047 0.13 0.34 -0.10 0.194
H 1.3885 3.1292 1.6884 -0.25 0.19 -0.15 0.197
H -1.5783 2.7172 2.9946 0.09 0.11 -0.22 0.234
H -2.1239 -3.4718 -0.5392 0.14 0.17 0.38 -0.006
H 2.7488 0.9892 1.8963 -0.05 0.25 0.36 0.190
H -0.6430 -1.0939 -3.0279 -0.48 -0.29 0.23 0.293
H -3.1739 -1.4288 -0.3201 0.40 -0.33 0.78 0.032
H 1.3109 -5.1575 0.0077 0.13 -0.02 0.24 0.237
H 1.4183 -5.5390 -1.6901 0.00 -0.02 -0.17 0.240
H -0.7354 3.0410 1.2740 0.35 -0.43 -0.01 -0.025
H 3.0863 3.4381 1.7974 0.08 0.15 0.06 0.219
H 4.8010 1.8914 0.7261 0.14 0.18 -0.04 0.215
H 2.5788 -4.4195 -0.9801 0.21 0.08 0.07 0.241
H -0.6008 -1.1257 2.9442 0.43 0.16 -0.32 -0.016
```
Positions in Å, forces in eV/Å.

Properties
2S+1: 1
Kohn-Sham gap (eV): 7.96

=====

Here is a cluster of 5 separate species, C41H42ClNO21 in total from OMol25. Energies are from wB97M-V/def2-TZVPD.

The geometry in XYZ format:
```
106
Properties=species:S:1:pos:R:3:forces:R:3:lowdin_charge:R:1
Cl -3.6485 -0.4746 -0.0518 0.21 0.03 -0.12 0.771
O 3.0934 -0.0039 0.8319 0.33 0.09 0.03 0.092
O -2.0110 7.6370 -1.4289 -0.12 0.19 0.08 0.118
O 8.5548 -1.3762 4.8161 -0.13 -0.08 -0.19 0.119
O -3.1399 2.9945 -2.0064 -0.58 0.20 -0.08 0.138
O -1.0747 0.1876 -1.5486 0.17 0.79 0.31 -0.061
O -3.3819 9.6439 -0.3936 0.19 -0.09 -0.03 0.107
O 12.1439 -3.7489 2.9453 0.01 -0.09 -0.21 0.110
O 5.5478 -0.0316 -0.1569 -0.22 0.00 0.09 0.121
O -6.3684 -4.1350 5.7871 -0.08 0.20 -0.04 0.109
O 4.5726 1.6075 4.9830 0.22 -0.01 -0.09 0.120
O 7.1914 -1.9312 2.6069 0.02 0.06 0.29 0.099
O 7.0101 1.6544 3.9688 -0.12 -0.04 0.21 0.106
O -5.9312 6.4020 -3.6993 -0.22 0.11 0.00 0.102
O -6.1911 -1.8797 4.4241 -0.02 -0.20 0.12 0.118
O -0.9941 2.4500 -2.2365 -0.24 0.36 -0.46 0.105
O -7.2766 8.4515 -2.7281 0.09 -0.17 -0.09 0.110
O -1.7540 4.3297 -3.2343 -0.35 0.26 0.15 0.215
O -2.7988 -3.9121 1.8954 0.06 -0.22 0.00 0.100
O 10.8169 -4.2281 0.7158 0.12 0.04 0.19 0.118
O -3.0311 -6.1933 3.2046 0.03 0.19 -0.12 0.115
O -2.2173 2.1971 -0.0508 0.02 -0.14 0.38 0.069
N -3.4333 4.0257 1.0107 0.23 0.06 0.31 0.196
C -6.0388 -0.4477 -1.8276 -0.01 0.39 0.18 -0.129
C 0.7224 -3.4637 -2.0279 0.33 -0.46 -1.61 -0.410
C -6.0070 8.3121 -2.3584 -0.16 0.26 0.13 -0.238
C 8.9411 -3.0984 1.5501 -0.16 0.09 0.03 0.077
C -5.3962 9.1539 -1.5158 0.12 0.09 0.10 0.073
C -2.0852 -0.5478 -3.9815 -0.10 -0.46 0.11 -0.137
C -5.1520 0.7816 -2.0376 -0.37 -0.21 -0.18 -0.233
C -3.8988 6.9220 -2.6212 -0.14 -0.13 -0.16 0.080
C 9.1588 -2.0830 3.8683 0.17 0.08 0.26 -0.230
C -4.0034 8.9331 -1.1613 -0.37 0.19 0.02 -0.313
C -3.2858 7.7650 -1.7800 0.15 -0.26 -0.12 -0.230
C 6.3969 0.8115 1.8559 0.09 0.21 0.07 0.054
C -2.9994 -1.4672 -3.5904 0.03 0.51 -0.44 0.022
C -1.9383 3.3773 -2.5651 0.83 -0.53 0.30 -0.501
C 0.9425 -1.9720 -2.2882 0.72 -0.15 0.91 -0.139
C -5.2954 7.1290 -2.9567 0.43 -0.18 0.03 -0.311
C -2.0890 0.9231 -3.6480 -0.88 -0.67 -1.30 -0.054
C -2.8001 3.1687 0.5715 -0.50 -0.12 -0.37 -0.326
C 0.9315 -1.0483 -1.0490 -1.35 0.76 -0.17 -0.306
C 4.7291 1.2095 3.7261 -0.32 0.00 0.13 -0.232
C -3.6440 -3.9216 2.7718 -0.16 0.41 -0.04 -0.312
C -4.4897 -2.7853 3.0902 0.15 0.00 -0.15 0.073
C 10.1993 -3.5424 1.6695 -0.18 -0.06 -0.29 -0.236
C 0.3611 0.3136 -1.5016 0.54 -0.90 -0.17 -0.115
C 6.1431 1.2539 3.2125 0.21 -0.09 -0.38 -0.318
C 11.0156 -3.2959 2.9095 -0.01 0.20 0.40 -0.314
C 2.0216 -4.1751 -1.6243 -0.74 -0.16 0.00 -0.077
C 3.9664 0.3733 1.5950 -0.22 0.06 0.38 -0.289
C 0.2705 -4.1256 -3.3680 -0.60 0.34 0.73 -0.069
C -1.7493 1.2064 -2.1450 -0.06 0.05 -0.45 -0.371
C 8.3341 -2.3533 2.6381 0.02 -0.21 -0.40 -0.303
C -4.7142 -5.2815 4.5584 -0.13 0.04 0.12 0.074
C 0.0519 -1.5446 0.1146 0.90 -0.22 -0.29 -0.052
C 10.4157 -2.5306 3.9886 0.16 -0.09 -0.04 0.076
C 5.3820 0.3938 1.0914 0.30 0.01 -0.13 -0.234
C -5.3852 -2.8779 4.0815 0.03 0.26 -0.17 -0.234
C -3.8216 -5.1879 3.5643 -0.04 -0.29 0.18 -0.236
C 3.7112 0.7967 2.9598 -0.11 -0.07 -0.15 0.083
C -4.1391 1.0158 -0.9055 -0.75 0.42 -0.27 -0.523
C -2.9107 1.8151 -1.2903 1.07 -0.61 -0.09 -0.356
C -5.5452 -4.1360 4.8914 0.15 -0.41 0.03 -0.314
H 11.7093 -4.4256 1.0617 0.01 -0.02 0.00 0.122
H 0.2482 -1.5875 -3.0313 -0.28 -0.11 0.12 0.078
H 5.4627 1.8549 5.3007 0.00 0.03 0.01 0.122
H 7.4178 0.8296 1.5027 -0.01 -0.01 -0.02 0.140
H 0.5867 -2.3385 0.6386 -0.14 -0.05 0.13 0.082
H -1.8285 8.3722 -0.8127 0.01 -0.01 0.03 0.119
H 1.9163 -0.8121 -0.6596 0.04 -0.35 -0.23 0.092
H -1.3032 1.3946 -4.2355 0.04 0.15 0.10 0.136
H 8.3455 -3.2722 0.6650 0.02 -0.02 -0.01 0.137
H 2.6916 0.7622 3.3167 0.01 0.02 0.02 0.138
H 4.6593 -0.2729 -0.4803 0.00 -0.01 -0.02 0.118
H -6.8860 -0.4328 -2.5116 0.03 0.07 -0.08 0.079
H -2.7043 -2.3707 -3.0649 0.14 -0.78 -1.38 0.066
H -5.4925 -1.3737 -1.9762 0.03 -0.06 0.12 0.046
H -3.0265 1.3881 -3.9596 0.02 0.23 0.23 0.128
H -1.2317 -0.9028 -4.5578 0.91 -0.14 1.38 0.097
H 0.7210 0.4940 -2.5180 0.10 0.41 0.06 0.136
H -0.0747 -3.6860 -1.3217 0.09 0.37 0.28 0.117
H -0.3130 -3.4150 -3.9553 0.11 0.00 -0.18 0.056
H 7.6608 -1.1768 4.4800 0.00 0.04 0.01 0.109
H 2.7311 -4.0998 -2.4489 0.22 0.26 0.15 0.075
H -4.3625 -1.8867 2.5032 -0.02 0.04 0.02 0.104
H 0.6683 1.1046 -0.8198 -0.20 0.16 -0.03 0.136
H -2.4863 -5.8549 2.4677 0.02 0.00 0.00 0.119
H -4.8482 -6.1855 5.1353 0.02 -0.01 -0.01 0.136
H 1.9401 -1.8851 -2.7354 -0.08 0.05 -0.22 0.124
H -0.8853 -1.9466 -0.2584 -0.18 0.15 0.18 0.061
H -3.3918 6.0780 -3.0680 0.05 0.01 0.03 0.113
H -4.0487 -1.3376 -3.8388 -0.30 0.63 1.52 0.058
H -0.1122 -0.7211 0.8074 -0.20 -0.07 0.10 0.086
H -7.4590 7.7085 -3.3356 0.00 -0.02 0.00 0.118
H -5.8120 1.6502 -2.0552 0.17 0.17 -0.03 0.124
H -6.7309 -2.2131 5.1671 -0.01 0.01 0.02 0.121
H -0.4260 -4.9337 -3.1393 0.27 -0.32 -0.19 0.075
H -4.6911 0.7292 -3.0176 0.19 -0.02 0.02 0.083
H 1.7919 -5.2401 -1.5468 0.18 -0.05 0.34 0.079
H -6.4325 -0.4094 -0.8120 -0.09 -0.27 0.01 0.072
H 11.0158 -2.3445 4.8678 -0.03 0.01 0.02 0.137
H -5.8986 10.0052 -1.0789 -0.02 -0.01 0.00 0.134
H 2.4420 -3.8015 -0.6919 0.13 -0.05 0.01 0.074
H -4.6651 1.6056 -0.1540 0.11 0.01 0.13 0.117
H 1.1162 -4.4867 -3.9481 -0.04 -0.04 -0.12 0.073
```
Positions in Å, forces in eV/Å.

Properties
2S+1: 1
SMILES: C=CC[C@@]1(OC[C@@H](C)CC(C)C)OC(=O)O[C@@]1(OC#N)[C@H](Cl)CC.O=C1C=C(O)C(=O)C=C1O.O=C1C=C(O)C(=O)C=C1O.O=C1C=C(O)C(=O)C=C1O.O=C1C=C(O)C(=O)C=C1O
Kohn-Sham gap (eV): 7.16

=====

LUMO energy for the records above, in order: -0.293 -1.706 eV